1.
{
  "formula": "C60H141Cl36N7O14",
  "method": "ωB97M-V/def2-TZVPD",
  "homo_lumo_gap_ev": 8.68,
  "total_charge": 0,
  "homo_ev": -8.5,
  "elements": ["Cl", "Cl", "Cl", "Cl", "Cl", "Cl", "Cl", "Cl", "Cl", "Cl", "Cl", "Cl", "Cl", "Cl", "Cl", "Cl", "Cl", "Cl", "Cl", "Cl", "Cl", "Cl", "Cl", "Cl", "Cl", "Cl", "Cl", "Cl", "Cl", "Cl", "Cl", "Cl", "Cl", "Cl", "Cl", "Cl", "O", "O", "O", "O", "O", "O", "O", "O", "O", "O", "O", "O", "O", "O", "N", "N", "N", "N", "N", "N", "N", "C", "C", "C", "C", "C", "C", "C", "C", "C", "C", "C", "C", "C", "C", "C", "C", "C", "C", "C", "C", "C", "C", "C", "C", "C", "C", "C", "C", "C", "C", "C", "C", "C", "C", "C", "C", "C", "C", "C", "C", "C", "C", "C", "C", "C", "C", "C", "C", "C", "C", "C", "C", "C", "C", "C", "C", "C", "C", "C", "C", "H", "H", "H", "H", "H", "H", "H", "H", "H", "H", "H", "H", "H", "H", "H", "H", "H", "H", "H", "H", "H", "H", "H", "H", "H", "H", "H", "H", "H", "H", "H", "H", "H", "H", "H", "H", "H", "H", "H", "H", "H", "H", "H", "H", "H", "H", "H", "H", "H", "H", "H", "H", "H", "H", "H", "H", "H", "H", "H", "H", "H", "H", "H", "H", "H", "H", "H", "H", "H", "H", "H", "H", "H", "H", "H", "H", "H", "H", "H", "H", "H", "H", "H", "H", "H", "H", "H", "H", "H", "H", "H", "H", "H", "H", "H", "H", "H", "H", "H", "H", "H", "H", "H", "H", "H", "H", "H", "H", "H", "H", "H", "H", "H", "H", "H", "H", "H", "H", "H", "H", "H", "H", "H", "H", "H", "H", "H", "H", "H", "H", "H", "H", "H", "H", "H", "H", "H", "H", "H", "H", "H"],
  "positions_angstrom": [[-1.19746, -1.54527, 5.63452], [2.08936, -1.02938, -4.35677], [-2.18622, -7.02202, -2.67041], [-4.26427, -4.19612, -4.85844], [-1.85566, 4.47449, 2.77417], [-9.14828, -2.04590, -5.96958], [-3.73613, -1.31248, 1.99992], [0.82589, -6.04165, 5.32879], [1.61955, -5.44140, -1.48304], [-0.98680, -4.49562, -3.43220], [3.59203, -3.63417, 5.78298], [-3.38987, -1.58279, -7.33594], [1.98124, 5.89956, 7.01241], [-3.05384, -4.62163, 0.67975], [-1.22181, 1.86492, 4.04370], [-3.88864, 4.28944, -4.05882], [4.36041, -2.08416, -2.80764], [3.48640, 4.05151, 4.26380], [-2.21171, -7.39996, 0.58733], [0.95881, -5.17630, 1.40012], [-5.68921, -5.09769, -2.47494], [-4.01643, -2.28291, 5.57312], [3.61626, 2.20950, -4.56973], [6.01151, 2.86834, 5.31770], [-0.01948, -0.37912, -7.03153], [-8.29385, 2.16433, -3.04395], [-1.44493, 2.78006, -3.53091], [-0.58174, 2.40931, -7.50805], [3.86565, 5.01025, -3.74564], [-3.16086, 0.61980, -9.26638], [-1.79003, -5.86938, 4.01799], [-5.69615, -2.37932, 0.01582], [5.21936, -1.24456, 5.33618], [-5.84427, 0.72881, -2.15191], [-0.90544, 6.03849, 6.83605], [-6.41920, -1.06307, -5.37722], [3.24266, -8.67752, -5.90210], [0.18868, -4.96102, -7.45820], [1.15283, 4.19927, 0.54499], [5.10176, 1.09721, 12.56597], [5.42147, -4.77390, 0.09599], [-1.99379, -0.63737, -2.54154], [-5.02211, 2.76866, -7.01920], [-8.56488, 2.59173, 5.71206], [4.36711, 1.68643, 0.96433], [1.47707, 0.35728, 2.61329], [-5.06011, 2.48737, 0.59875], [1.45311, 1.93945, 8.13779], [-1.94834, 6.87107, -6.17098], [8.92456, -1.70394, 1.65949], [-7.09389, 3.47647, 3.44613], [3.07635, 0.84906, 10.44441], [2.08376, 1.64748, -0.55530], [-3.73156, 5.33065, -7.94170], [2.20755, -5.72484, -5.61639], [0.27789, -1.07200, 0.29048], [6.04969, -2.46555, 1.59985], [6.63934, -1.11447, 1.75598], [-4.02368, 4.16217, -8.69591], [-5.23923, 2.98954, 1.90576], [-8.99016, 3.77920, 5.06338], [-0.72571, -0.77614, -1.99716], [-2.80753, -1.00742, 5.95538], [4.73213, 3.46350, -4.10646], [-0.48354, -4.94695, 4.75048], [-3.75960, 2.75307, 0.10554], [4.95504, -2.48392, 0.65046], [5.75268, 1.57604, 13.73763], [-2.00410, 7.18376, -7.56329], [-1.17933, -4.68131, -7.58875], [5.45313, 2.21498, 1.62879], [-1.61143, 8.06352, -5.47035], [2.86309, -9.99644, -5.50514], [-2.39362, 3.65076, -4.76085], [-6.83253, 2.16719, -1.93378], [-0.94173, -0.89164, -0.49718], [2.61586, 0.16700, 9.23557], [-7.90034, -1.62196, -4.66895], [1.11011, 2.56732, 6.92620], [-3.70588, 0.13766, -7.68541], [-8.57556, 3.58777, 3.61024], [-2.43606, 5.92972, -8.34678], [-2.07727, -0.76405, -3.92856], [-4.88830, -0.97411, 0.77057], [-8.72355, 2.67769, 7.11547], [2.65480, 0.52819, 3.37411], [7.95946, -1.12769, 2.45107], [3.23834, 0.84128, -0.83821], [2.26248, -4.51508, -6.46752], [-3.54661, -6.28292, 0.81761], [4.37357, -3.88528, 0.48977], [2.72180, -2.30553, -3.27214], [0.60754, 6.17421, 5.93209], [-6.75356, 2.93409, 2.15341], [0.89359, -4.00935, -6.72481], [-1.15375, -6.18605, -3.79368], [-6.11758, 2.75043, -6.11590], [4.57129, 1.35677, -0.34892], [2.25330, 5.01683, 0.73613], [3.30098, -7.77047, -4.79110], [0.94610, 3.79126, -0.76416], [1.98720, 2.88198, -1.31051], [-0.13038, -1.14055, 1.72082], [-0.80069, 3.03377, 2.77322], [4.70393, 4.05712, 5.57562], [2.50088, 1.00968, 8.00179], [3.22629, -0.03695, 11.56596], [-5.27990, 3.48086, -8.22002], [5.10054, -2.99241, 5.15697], [1.02996, -0.97036, 2.69732], [-4.70120, -3.80807, -3.14060], [3.76316, 0.63727, 12.79388], [3.50501, -6.37360, -5.25666], [4.99263, -6.10840, -0.02293], [10.17884, -1.79674, 2.25173], [0.86724, -4.53322, -0.18378], [0.40513, 1.23715, -6.62779], [-2.08654, 8.92001, -5.97323], [1.96090, 1.68069, 0.44443], [-1.94753, 7.93550, -4.44226], [0.21757, 3.36486, 2.97181], [-2.56442, 6.19398, -9.40352], [5.85285, -6.76905, -0.14858], [0.69056, 7.20191, 5.57546], [1.79021, -6.49391, -6.13981], [-1.74967, -4.76489, -6.66184], [2.21133, 5.89845, 0.08820], [-3.74187, 2.47043, -0.94791], [5.31632, 0.56151, -0.47348], [-9.75075, 2.92569, 7.39689], [3.45210, 1.52251, 7.82882], [-0.54747, 8.28499, -5.50604], [-1.67509, -5.43763, -8.20796], [-1.53008, -0.02823, -0.18014], [5.21752, -3.18599, 4.08980], [0.41721, -3.84103, -5.76075], [-0.02418, 3.28932, -0.80454], [5.26651, -2.13325, -0.33457], [-4.94536, 4.04411, 1.98386], [2.89429, -4.63121, -7.35182], [2.73062, -3.74729, -5.84680], [-8.01894, 3.38788, 7.55593], [3.07825, -0.15488, -0.42256], [1.45283, 1.42028, -6.84867], [5.94491, -0.60392, 2.43409], [4.91750, 2.22014, -0.91667], [2.22855, 5.35093, 1.77485], [2.43248, -7.93837, -4.16617], [5.13779, 5.05303, 5.58766], [3.33655, 0.71438, -1.91874], [-3.13107, -0.89864, -4.16483], [7.80410, -1.65113, 3.40715], [-3.15579, 0.69913, -6.92688], [10.20345, -2.54886, 3.03905], [5.43118, 2.58429, 14.00547], [-1.33445, -3.68100, -8.01635], [0.91218, -3.07217, -7.29149], [-1.54845, -6.27598, -4.81294], [2.94917, 1.56981, 3.30426], [-5.20717, -2.83783, -3.10780], [0.64144, 5.38062, 5.17565], [3.70617, -0.03785, 13.64674], [-0.18448, -4.47163, -0.47547], [1.83366, -1.66517, 2.38556], [4.22255, 3.86787, 6.52767], [-6.22988, 3.04051, -2.20203], [-6.03373, 4.25071, -8.06182], [-1.56473, -1.65580, -4.30852], [3.60307, -3.84333, -0.28290], [6.83919, -3.04227, 1.33967], [1.83961, -10.00606, -5.12266], [1.23579, -3.50131, -0.23070], [-3.75706, -3.81649, -2.59941], [-6.97929, 2.25550, -6.55332], [-3.70870, 5.23170, -6.93558], [-8.90305, 4.44220, 3.00968], [4.12902, -1.86680, 1.00546], [5.94775, -3.42926, 5.69688], [-7.18247, 2.19724, -0.89378], [-0.78802, 2.51168, 1.81512], [-0.09721, -4.21854, 4.02952], [3.82080, -0.93183, 11.35866], [1.62071, -0.19808, 9.49203], [3.26192, -0.68203, 8.98973], [-1.67418, 0.11130, -4.45193], [-4.72302, 2.35380, 2.63363], [6.74044, -0.62691, 0.77922], [6.25297, 1.50180, 1.85088], [-4.42471, -0.36263, -0.00646], [0.21492, 1.39530, -5.56812], [4.56288, -6.47746, 0.91501], [3.54164, -10.39523, -4.73783], [10.89968, -1.99260, 1.45419], [5.90167, 3.03585, 1.06502], [-0.81813, -0.32294, 1.94906], [-10.07966, 3.89840, 5.13393], [-9.05626, 2.67360, 3.25783], [-2.99609, 2.16006, 0.64260], [-8.54447, 4.67841, 5.49489], [1.59455, 2.62652, -2.29948], [0.34903, 3.33015, 7.10181], [3.11388, 1.44743, 13.12521], [3.92231, -4.24243, 1.41473], [-5.69063, -0.42441, 1.25248], [2.33935, 0.34742, 7.14793], [-8.58692, 1.68544, 7.54927], [-0.64128, -2.08916, 1.90694], [6.82394, 1.61742, 13.52976], [-8.35124, -0.83055, -4.07597], [10.53361, -0.87229, 2.70470], [-0.20488, -1.67602, -2.34173], [0.74494, 1.85835, 6.18779], [-7.14938, 3.56037, 1.34050], [5.55389, 3.62579, -4.80214], [-5.84636, 2.11193, -5.27432], [5.12956, 3.14586, -3.14314], [3.86025, 1.46238, 10.28109], [4.08037, -6.50335, -6.18891], [0.84578, 4.63634, -1.44248], [4.28781, -6.20042, -0.85118], [-5.63619, 2.76929, -8.97064], [-0.99309, 7.36113, -7.93570], [-0.86364, -4.34513, 5.58464], [3.50284, -0.03403, 2.99020], [2.09280, -2.27139, -2.36996], [-2.71223, 2.89911, -5.49448], [-2.91376, -0.75476, 7.00541], [-3.01118, -0.17285, 5.28375], [1.93918, 3.10898, 6.47461], [-0.15630, -6.61419, -3.72570], [3.18099, 4.51251, 0.48165], [-3.95002, -6.43118, 1.82146], [-4.77376, 0.33432, -7.56052], [-0.07793, 0.06023, -2.26226], [2.86185, -10.64016, -6.37572], [-3.51941, 3.81192, 0.18211], [-3.22736, 3.41527, -8.72131], [-6.32796, 3.76892, -5.79418], [2.25619, -0.46190, 11.83257], [2.50070, 0.26784, 4.42182], [-4.29045, -6.47402, 0.03510], [8.16008, -0.06763, 2.64665], [-4.20575, 4.39078, -9.75219], [-7.08817, 1.90034, 1.98949], [-7.76135, -2.50730, -4.04579], [4.14274, -8.09906, -4.19602], [-1.61094, 5.21883, -8.31239], [0.78358, -1.27309, 3.71518], [-2.68683, 8.01187, -7.76709], [2.96404, 3.38800, -1.37046], [2.60536, -3.27040, -3.78487], [5.51551, 0.91427, 14.57460], [0.90555, -0.28285, 0.20320], [-6.78329, 2.96023, 4.25863], [5.13555, 2.53604, 2.61987], [-1.55150, -1.79649, -0.35311], [4.11085, -5.69268, -4.65018], [-1.80065, 4.45104, -5.20570]]
}

2.
{
  "formula": "C6H16LiN4O2P",
  "method": "ωB97M-V/def2-TZVPD",
  "homo_lumo_gap_ev": 5.42,
  "total_charge": 2,
  "homo_ev": -14.1,
  "elements": ["P", "O", "O", "N", "N", "N", "N", "C", "C", "C", "C", "C", "C", "Li", "H", "H", "H", "H", "H", "H", "H", "H", "H", "H", "H", "H", "H", "H", "H", "H"],
  "positions_angstrom": [[0.13269, -0.34160, -0.42637], [0.11501, -1.76125, 0.07565], [1.49421, 0.38171, -0.42707], [0.75439, 0.29555, 4.84334], [1.26527, -1.06397, -6.54889], [1.08656, 0.16237, 2.67396], [-1.77858, 0.80683, -1.92409], [0.32548, -0.87368, 3.05783], [0.86837, 0.60722, 6.23932], [0.05658, -0.82514, 4.38262], [0.43702, -0.97311, -5.61453], [-1.32832, 0.89899, -0.59368], [1.33414, 0.87121, 3.81972], [2.44528, -0.03937, 1.04705], [0.32142, 1.46869, 6.54939], [-2.79177, 0.60035, -1.90988], [1.55352, -0.56775, -7.43192], [2.00341, 1.66945, 3.75820], [-0.06607, -1.91779, -5.26007], [-0.43996, -1.44140, 5.12016], [-2.07780, 0.44549, 0.07194], [1.82502, 1.01192, 6.44580], [-0.03206, -1.58723, 2.28386], [1.70636, -2.03674, -6.56722], [-0.43526, -0.26197, -5.90283], [-3.58484, 0.40182, -5.80179], [-1.15458, 1.85759, -0.21257], [-1.40519, 1.44062, -2.54492], [-3.24231, 0.96720, -6.10595], [0.61200, -0.19602, 6.90295]]
}